1.
Below is 2 unconnected molecules or ions with the total composition C3HBrClN at a distorted geometry, with properties calculated with ωB97M-V/def2-TZVPD.

The value obtained for the HOMO energy is -0.33782 hartree. The SMILES is ClC#CBr.C#N. For the maximum force, the calculation gives 2.808 eV/A. The value obtained for the relative energy (zero: lowest compared OMol25 entry of this formula, charge and spin) is 249.3 kJ/mol. The value obtained for the frontier orbital gap is 0.36229 Ha.

ORCA input file:
```
! RIJCOSX wB97M-V def2-TZVPD def2/J DEFGRID3
* xyz 0 1
C -0.13 -0.32 -0.30
C 0.84 -2.36 2.80
C -0.34 -2.31 3.13
N 0.51 -1.13 0.22
Cl 2.30 -2.94 2.35
Br -1.86 -1.62 3.74
H -0.59 0.48 -0.95
*
```

2.
Below is C5H8N2 in the gas phase at a distorted geometry, with properties calculated with ωB97M-V/def2-TZVPD.

The value obtained for the HOMO energy is -0.32026 hartree. For the maximum force, the calculation gives 1.304 eV/A. The value obtained for the relative energy (zero: lowest compared OMol25 entry of this formula, charge and spin) is 271.5 kJ/mol. The value obtained for the frontier orbital gap is 0.34454 Ha.

ORCA input file:
```
! RIJCOSX wB97M-V def2-TZVPD def2/J DEFGRID3
* xyz 0 1
C -0.58 1.40 -0.45
C 0.01 0.08 0.01
C -0.99 -0.78 0.80
N 0.62 -0.61 -1.15
C 1.55 -1.53 -1.05
C 1.15 0.41 0.90
N 2.02 0.72 1.59
H -0.84 2.00 0.42
H -1.47 1.25 -1.07
H 0.18 1.94 -1.02
H -1.95 -0.86 0.29
H -0.60 -1.79 0.98
H -1.15 -0.31 1.77
H 0.49 -0.14 -2.04
H 1.57 -1.78 0.03
*
```

3.
Below is 4 unconnected molecules or ions with the total composition C22H30Br2N2O12S3 at a distorted geometry, with properties calculated with ωB97M-V/def2-TZVPD.

The value obtained for the HOMO energy is -0.31513 hartree. For the maximum force, the calculation gives 1.404 eV/A. The value obtained for the frontier orbital gap is 0.29457 Ha.

ORCA input file:
```
! RIJCOSX wB97M-V def2-TZVPD def2/J DEFGRID3
* xyz 0 1
C -0.33 -3.26 -5.37
C -0.52 -1.82 -5.69
Br -1.94 -1.49 -6.87
C 0.24 -0.84 -5.22
Br -0.02 0.97 -5.68
O 1.29 -1.08 -4.38
S 0.79 -1.28 -2.80
O 1.05 -2.66 -2.48
O 2.00 -0.42 -2.18
C 2.34 -0.83 -0.83
C 3.14 0.27 -0.17
C 2.26 1.33 0.54
S 2.32 1.08 2.34
C 2.57 2.67 3.00
S 3.20 3.94 2.24
N 2.18 2.71 4.36
C 2.95 2.31 5.43
C 2.15 2.49 6.52
N 0.94 3.00 6.15
C 0.97 3.12 4.85
H 0.63 -3.46 -4.90
H -0.38 -3.81 -6.30
H -1.16 -3.61 -4.76
H 1.43 -1.07 -0.28
H 2.94 -1.73 -0.88
H 3.83 0.75 -0.85
H 3.75 -0.22 0.59
H 1.22 1.20 0.26
H 2.57 2.33 0.30
H 3.96 1.95 5.36
H 2.41 2.27 7.53
H 0.22 3.50 4.19
C 5.39 2.10 11.73
C 4.68 1.24 10.71
C 5.32 -0.11 10.47
O 4.95 -0.38 9.11
C 4.79 0.82 8.49
O 4.71 0.96 7.32
O 4.75 1.82 9.40
H 4.87 3.05 11.86
H 5.44 1.59 12.69
H 6.40 2.33 11.40
H 3.62 1.13 10.97
H 4.96 -0.89 11.13
H 6.41 -0.07 10.52
C -6.58 0.59 -5.56
C -5.76 0.94 -6.77
C -6.52 1.10 -8.07
O -5.52 0.73 -9.04
C -4.69 -0.14 -8.44
O -3.89 -0.83 -9.00
O -4.87 -0.14 -7.11
H -5.91 0.50 -4.70
H -7.34 1.34 -5.36
H -7.07 -0.38 -5.71
H -5.15 1.83 -6.56
H -6.87 2.11 -8.24
H -7.35 0.41 -8.15
C -1.43 -2.89 -2.29
C -2.87 -2.45 -2.34
C -3.63 -2.88 -3.58
O -4.61 -1.84 -3.71
C -4.08 -0.72 -3.17
O -4.52 0.37 -3.33
O -2.98 -1.02 -2.44
H -0.95 -2.56 -1.38
H -1.37 -3.98 -2.34
H -0.88 -2.46 -3.13
H -3.40 -2.76 -1.43
H -4.11 -3.85 -3.48
H -3.00 -2.88 -4.47
*
```

4.
Below is C4H9NO in the gas phase at a distorted geometry, with properties calculated with ωB97M-V/def2-TZVPD.

The value obtained for the HOMO energy is -0.30892 hartree. The SMILES is CC/C(C)=[NH+]\[O-]. For the maximum force, the calculation gives 3.037 eV/A. The value obtained for the relative energy (zero: lowest compared OMol25 entry of this formula, charge and spin) is 386.0 kJ/mol. The value obtained for the frontier orbital gap is 0.34345 Ha.

ORCA input file:
```
! RIJCOSX wB97M-V def2-TZVPD def2/J DEFGRID3
* xyz 0 1
C -0.19 1.51 -1.01
C 0.00 -0.02 -1.02
C 0.00 -0.58 0.39
N -1.19 -0.72 0.93
O -2.33 -0.43 0.31
C 1.29 -0.88 1.09
H -1.14 1.75 -0.52
H 0.62 2.02 -0.49
H -0.22 1.90 -2.04
H -0.83 -0.47 -1.56
H 0.93 -0.29 -1.53
H -1.86 -0.94 1.67
H 1.12 -1.23 2.10
H 1.87 -1.64 0.54
H 1.93 0.01 1.13
*
```

5.
Below is C6H11N3OS in the gas phase at a distorted geometry, with properties calculated with ωB97M-V/def2-TZVPD.

The value obtained for the HOMO energy is -0.33514 hartree. The SMILES is CC(C)=NN[C@H]1NC(=O)CS1. For the maximum force, the calculation gives 3.859 eV/A. The value obtained for the relative energy (zero: lowest compared OMol25 entry of this formula, charge and spin) is 146.8 kJ/mol. The value obtained for the frontier orbital gap is 0.35985 Ha.

ORCA input file:
```
! RIJCOSX wB97M-V def2-TZVPD def2/J DEFGRID3
* xyz 0 1
C -3.19 0.81 -0.72
C -2.12 -0.08 -0.14
C -2.49 -0.68 1.23
C 1.27 -0.65 -0.72
C 3.12 0.96 -0.01
C 3.76 -0.38 0.16
H -2.88 1.37 -1.58
H -3.35 1.72 -0.06
H -4.19 0.34 -0.92
H -3.52 -0.58 1.37
H -2.07 -0.01 2.03
H -2.38 -1.80 1.24
H 0.03 -0.88 0.78
H 1.13 -0.64 -1.85
H 1.11 1.53 -0.42
H 4.63 -0.29 -0.36
H 4.06 -0.46 1.20
N -1.02 -0.24 -0.73
N -0.01 -1.09 -0.21
N 1.75 0.76 -0.39
O 3.64 1.97 0.37
S 2.70 -1.70 -0.28
*
```

6.
Below is 4 unconnected molecules or ions with the total composition C35H46F24NO7PS2 at a distorted geometry, with properties calculated with ωB97M-V/def2-TZVPD.

The value obtained for the HOMO energy is -0.30324 hartree. The SMILES is CCCCN(CCCCO[P@](=O)(O)OCc1cccc(C)c1)C(=S)SCCC.FC(F)C(F)(F)COC(F)(F)C(F)F.FC(F)C(F)(F)COC(F)(F)C(F)F.FC(F)C(F)(F)COC(F)(F)C(F)F. For the maximum force, the calculation gives 6.509 eV/A. The value obtained for the frontier orbital gap is 0.27823 Ha.

ORCA input file:
```
! RIJCOSX wB97M-V def2-TZVPD def2/J DEFGRID3
* xyz 0 1
C 7.70 -0.77 -0.94
C 7.06 -0.72 -2.45
C 5.39 -0.57 -2.46
C 4.75 -0.63 -3.96
N 3.57 -1.56 -4.13
C 2.29 -1.01 -3.54
C 0.99 -1.91 -4.01
C -0.19 -1.00 -4.77
C -1.49 -0.94 -3.74
O -2.73 -0.44 -4.39
P -3.97 -1.67 -4.11
O -4.09 -1.91 -2.52
O -3.36 -3.12 -4.91
O -5.55 -1.17 -4.66
C -6.49 -2.30 -4.74
C -7.67 -2.27 -3.57
C -7.82 -1.12 -2.41
C -9.05 -1.22 -1.28
C -10.08 -2.52 -1.35
C -9.91 -3.69 -2.49
C -10.89 -5.03 -2.61
C -8.73 -3.57 -3.63
C 3.86 -2.98 -3.70
S 3.43 -3.71 -2.22
S 4.76 -4.08 -4.95
C 6.60 -3.72 -4.99
C 7.46 -4.51 -3.83
C 7.00 -6.11 -3.67
H 7.13 -0.10 -0.14
H 7.81 -1.87 -0.53
H 8.80 -0.33 -0.98
H 7.38 -1.70 -3.03
H 7.57 0.21 -2.99
H 4.91 -1.29 -1.67
H 5.20 0.53 -2.05
H 5.61 -0.84 -4.76
H 4.36 0.46 -4.22
H 2.32 -0.91 -2.35
H 2.13 0.07 -3.98
H 0.56 -2.41 -3.03
H 1.30 -2.76 -4.77
H 0.21 0.07 -5.06
H -0.54 -1.56 -5.74
H -1.59 -2.02 -3.29
H -1.22 -0.13 -2.91
H -4.00 -3.39 -5.63
H -5.95 -3.35 -4.61
H -7.03 -2.37 -5.80
H -7.05 -0.23 -2.37
H -9.16 -0.36 -0.47
H -10.94 -2.64 -0.56
H -11.90 -4.86 -2.02
H -10.26 -5.91 -2.14
H -11.05 -5.32 -3.74
H -8.59 -4.38 -4.49
H 6.90 -2.59 -4.96
H 7.00 -4.14 -6.03
H 7.27 -3.92 -2.82
H 8.61 -4.43 -4.16
H 7.96 -6.69 -3.33
H 6.19 -6.23 -2.83
H 6.65 -6.58 -4.70
C -15.05 -1.47 2.70
C -16.10 -2.57 2.92
C -15.54 -3.90 3.43
F -14.65 -4.45 2.57
F -16.54 -4.82 3.56
F -16.82 -2.73 1.78
F -16.99 -2.10 3.86
O -14.57 -1.31 1.36
C -13.52 -2.20 0.98
C -13.95 -3.18 -0.12
F -15.03 -3.91 0.25
F -12.96 -4.07 -0.39
F -13.04 -2.82 2.08
F -12.51 -1.41 0.52
H -15.55 -0.52 2.93
H -14.23 -1.52 3.43
H -15.07 -3.79 4.40
H -14.20 -2.65 -1.04
C 8.77 4.57 1.94
C 8.27 4.20 3.35
C 8.39 2.73 3.72
F 7.69 1.93 2.89
F 7.91 2.51 4.97
F 7.00 4.65 3.50
F 9.03 4.93 4.24
O 7.77 4.65 0.92
C 7.40 3.41 0.33
C 5.94 3.02 0.63
F 5.71 2.96 1.96
F 5.66 1.79 0.12
F 8.29 2.46 0.69
F 7.55 3.58 -1.02
H 9.17 5.58 2.01
H 9.62 3.95 1.63
H 9.44 2.40 3.71
H 5.24 3.74 0.19
C 7.05 7.78 6.18
C 8.45 7.43 6.69
C 8.59 6.03 7.30
F 7.78 5.85 8.37
F 9.86 5.83 7.75
F 8.87 8.39 7.56
F 9.31 7.51 5.62
O 6.22 8.54 7.07
C 5.53 7.77 8.05
C 6.00 8.07 9.48
F 7.33 7.87 9.63
F 5.38 7.26 10.38
F 5.61 6.46 7.73
F 4.21 8.10 7.92
H 7.19 8.44 5.32
H 6.52 6.91 5.77
H 8.37 5.26 6.56
H 5.78 9.11 9.76
*
```